{"formula": "C18H34N3O5P2Ti", "method": "the ωB97M-V functional and the def2-TZVPD basis", "symbols": ["Ti", "O", "C", "C", "N", "C", "C", "O", "O", "C", "C", "O", "O", "H", "H", "H", "H", "H", "H", "H", "H", "H", "C", "P", "C", "C", "C", "C", "C", "C", "C", "P", "C", "C", "H", "H", "H", "H", "H", "H", "H", "H", "H", "H", "H", "H", "H", "H", "H", "H", "N", "C", "C", "N", "H", "H", "H", "H", "H", "H", "H", "H", "H"], "xyz": [[-0.168, -0.342, 0.418], [-1.531, 0.848, -0.991], [-1.430, 2.195, -0.498], [-1.766, 2.236, 0.995], [-0.907, 1.297, 1.741], [-1.668, 0.552, 2.752], [-2.405, -0.577, 1.982], [-3.534, -0.901, 2.157], [-1.590, -1.074, 1.067], [0.341, 1.907, 2.214], [1.492, 1.235, 1.442], [2.574, 1.029, 1.911], [1.106, 0.821, 0.251], [-2.480, 0.616, -1.013], [-0.395, 2.505, -0.691], [-2.113, 2.858, -1.042], [-1.648, 3.263, 1.362], [-2.815, 1.942, 1.120], [-0.990, 0.064, 3.466], [-2.377, 1.173, 3.313], [0.374, 2.982, 2.014], [0.507, 1.764, 3.287], [2.928, -1.840, 1.179], [1.228, -1.805, 1.856], [1.514, -1.810, 3.657], [0.589, -3.451, 1.381], [0.603, -4.527, 2.264], [0.272, -5.801, 1.828], [-0.073, -6.011, 0.504], [-0.126, -4.944, -0.378], [0.188, -3.656, 0.049], [0.113, -2.265, -1.143], [1.391, -2.773, -2.348], [-1.467, -2.514, -2.039], [3.419, -2.771, 1.467], [3.488, -0.996, 1.588], [2.919, -1.748, 0.090], [2.223, -2.611, 3.882], [0.598, -1.971, 4.228], [1.976, -0.860, 3.936], [0.872, -4.383, 3.300], [0.304, -6.633, 2.514], [-0.308, -7.006, 0.162], [-0.404, -5.128, -1.407], [1.276, -3.836, -2.561], [2.388, -2.600, -1.950], [1.265, -2.207, -3.264], [-1.370, -3.286, -2.805], [-1.740, -1.576, -2.526], [-2.241, -2.800, -1.322], [1.131, 1.632, -6.290], [1.166, 2.077, -4.861], [1.398, 0.926, -3.855], [0.254, 0.100, -3.532], [1.018, 2.449, -6.908], [0.351, 0.986, -6.477], [2.012, 1.162, -6.551], [0.227, 2.588, -4.639], [1.973, 2.802, -4.756], [1.745, 1.374, -2.916], [2.192, 0.274, -4.226], [-0.088, -0.419, -4.332], [-0.510, 0.649, -3.150]], "total_energy_ev": -75595.703, "molar_mass_g_mol": 482.30, "orbital_gap_ev": 7.01, "fmax_ev_per_a": 3.06, "e_above_lowest_kcal_mol": 19.45, "total_charge": 3}



{"formula": "C18H34N3OPPdSeSi", "method": "the ωB97M-V functional and the def2-TZVPD basis", "symbols": ["Pd", "Si", "P", "N", "H", "C", "H", "H", "H", "C", "H", "H", "H", "C", "H", "H", "H", "C", "H", "H", "H", "H", "H", "C", "C", "C", "C", "C", "C", "H", "H", "H", "H", "H", "C", "O", "C", "H", "H", "H", "C", "H", "H", "H", "C", "N", "C", "C", "N", "C", "C", "Se", "H", "H", "H", "H", "H", "H", "H", "H"], "xyz": [[0.060, 0.106, -0.214], [2.728, -0.523, -0.709], [-0.787, 0.430, -2.305], [1.266, -1.359, -0.565], [0.770, 0.616, 1.134], [-2.505, 0.461, -2.836], [-2.485, 0.489, -3.939], [-3.006, 1.360, -2.454], [-3.050, -0.434, -2.506], [-0.121, 1.864, -3.212], [-0.456, 1.809, -4.258], [0.971, 1.814, -3.165], [-0.484, 2.799, -2.768], [-0.187, -0.940, -3.366], [-0.468, -0.726, -4.406], [-0.660, -1.881, -3.061], [0.900, -1.043, -3.297], [2.857, 1.291, -0.225], [2.237, 1.583, 0.642], [2.631, 1.937, -1.091], [3.926, 1.397, 0.043], [3.632, -1.219, 0.210], [3.063, -0.620, -2.115], [0.777, -2.593, -0.657], [-0.907, -4.309, -0.571], [-0.587, -2.951, -0.439], [1.749, -3.525, -1.019], [1.390, -4.834, -1.144], [0.060, -5.235, -0.972], [-1.924, -4.617, -0.352], [-1.343, -2.225, -0.162], [2.782, -3.170, -1.198], [2.166, -5.565, -1.379], [-0.226, -6.274, -1.145], [-1.687, 3.357, -0.016], [-2.144, 2.637, -0.932], [-2.137, 3.288, 1.491], [-1.999, 4.324, 1.799], [-1.601, 2.628, 2.260], [-3.211, 3.090, 1.505], [-0.258, 3.935, -0.218], [-0.445, 4.641, -1.032], [0.565, 3.216, -0.530], [0.158, 4.474, 0.649], [-2.612, 0.459, 3.824], [-1.328, 1.065, 4.172], [-1.122, 2.112, 5.055], [0.187, 2.387, 5.050], [0.804, 1.492, 4.180], [2.212, 1.469, 3.836], [-0.141, 0.674, 3.630], [0.130, -0.721, 2.435], [-3.079, 0.948, 2.959], [-3.273, 0.560, 4.691], [-2.452, -0.597, 3.588], [-1.965, 2.519, 5.618], [0.791, 3.123, 5.587], [2.447, 2.201, 3.047], [2.789, 1.711, 4.731], [2.481, 0.463, 3.480]], "total_energy_ev": -111720.823, "multiplicity": 5, "molar_mass_g_mol": 552.93, "orbital_gap_ev": [5.70, 3.55], "fmax_ev_per_a": 4.24, "e_above_lowest_kcal_mol": 73.93, "total_charge": 0}



{"formula": "C18H34N4O", "method": "the ωB97M-V functional and the def2-TZVPD basis", "symbols": ["C", "N", "C", "C", "C", "C", "O", "H", "H", "H", "H", "H", "H", "H", "H", "H", "C", "C", "C", "N", "N", "N", "C", "C", "C", "C", "C", "C", "C", "C", "C", "C", "H", "H", "H", "H", "H", "H", "H", "H", "H", "H", "H", "H", "H", "H", "H", "H", "H", "H", "H", "H", "H", "H", "H", "H", "H"], "xyz": [[-4.325, 1.897, -4.830], [-3.128, 1.122, -4.508], [-3.373, -0.310, -4.613], [-2.048, 1.690, -3.777], [-0.907, 0.795, -3.487], [-0.547, 0.278, -2.192], [-2.093, 2.899, -3.483], [-4.071, 2.961, -4.868], [-4.755, 1.582, -5.803], [-5.137, 1.750, -4.084], [-2.421, -0.853, -4.526], [-4.065, -0.679, -3.814], [-3.846, -0.568, -5.589], [-0.430, 0.498, -4.427], [0.192, -0.530, -2.326], [-1.477, -0.001, -1.663], [1.170, -2.685, -1.474], [2.298, -1.904, -0.815], [3.302, -2.773, -0.086], [1.840, -0.985, 0.235], [1.922, -1.433, 1.479], [1.297, -0.512, 2.229], [0.986, -1.004, 3.639], [2.319, -1.451, 4.205], [-0.037, -2.124, 3.578], [0.793, 0.504, 1.441], [0.128, 1.740, 2.125], [-0.056, 2.871, 1.135], [1.114, 2.243, 3.200], [-1.222, 1.411, 2.802], [1.060, 0.134, 0.134], [0.766, 0.808, -1.200], [1.571, -3.289, -2.305], [0.708, -3.361, -0.741], [0.383, -2.034, -1.863], [2.789, -1.246, -1.532], [3.876, -3.405, -0.782], [3.993, -2.151, 0.498], [2.789, -3.431, 0.629], [0.590, -0.144, 4.187], [2.158, -1.997, 5.135], [2.829, -2.108, 3.487], [2.949, -0.572, 4.415], [-0.130, -2.557, 4.575], [-1.019, -1.745, 3.263], [0.299, -2.911, 2.888], [-0.863, 2.652, 0.441], [-0.299, 3.794, 1.659], [0.878, 3.014, 0.598], [1.335, 1.491, 3.977], [2.056, 2.509, 2.694], [0.704, 3.140, 3.701], [-1.164, 0.633, 3.583], [-1.614, 2.317, 3.297], [-1.969, 1.102, 2.056], [0.197, 1.678, -0.923], [1.705, 1.251, -1.574]], "total_energy_ev": -27219.437, "molar_mass_g_mol": 322.50, "orbital_gap_ev": 4.31, "fmax_ev_per_a": 4.05, "e_above_lowest_kcal_mol": 73.86, "total_charge": 0}



{"formula": "C18H34N4O4S", "method": "the ωB97M-V functional and the def2-TZVPD basis", "symbols": ["O", "C", "C", "C", "S", "C", "C", "C", "O", "N", "C", "C", "N", "C", "C", "O", "C", "C", "N", "C", "C", "N", "C", "C", "O", "C", "C", "H", "H", "H", "H", "H", "H", "H", "H", "H", "H", "H", "H", "H", "H", "H", "H", "H", "H", "H", "H", "H", "H", "H", "H", "H", "H", "H", "H", "H", "H", "H", "H", "H", "H"], "xyz": [[-0.731, -0.623, 1.308], [0.276, 0.012, 1.561], [0.280, 1.517, 1.791], [-1.133, 2.082, 1.767], [-1.245, 3.723, 0.982], [-1.748, 3.313, -0.725], [-0.613, 2.842, -1.635], [-0.291, 1.356, -1.532], [0.803, 0.937, -1.199], [-1.308, 0.548, -1.875], [-1.205, -0.898, -1.834], [-2.541, -1.575, -2.173], [-3.523, -1.683, -1.119], [-3.158, -2.576, -0.029], [-4.407, -2.816, 0.821], [-4.914, -1.610, 1.343], [-5.210, -0.707, 0.308], [-3.981, -0.425, -0.561], [1.491, -0.555, 1.693], [1.773, -1.890, 1.216], [2.487, -1.791, -0.136], [3.722, -1.041, 0.028], [4.864, -1.875, 0.352], [6.058, -0.975, 0.671], [6.367, -0.127, -0.408], [5.252, 0.667, -0.749], [4.041, -0.192, -1.108], [0.873, 1.951, 0.982], [0.782, 1.744, 2.732], [-1.529, 2.207, 2.774], [-1.792, 1.409, 1.219], [-2.154, 4.252, -1.101], [-2.555, 2.582, -0.659], [-0.887, 3.050, -2.674], [0.294, 3.405, -1.407], [-2.169, 0.942, -2.219], [-0.441, -1.218, -2.552], [-0.873, -1.190, -0.834], [-3.010, -1.041, -3.008], [-2.329, -2.594, -2.509], [-2.812, -3.523, -0.446], [-2.374, -2.145, 0.610], [-4.175, -3.446, 1.681], [-5.177, -3.304, 0.203], [-5.562, 0.208, 0.790], [-6.008, -1.116, -0.330], [-4.266, 0.251, -1.372], [-3.206, 0.047, 0.066], [2.303, 0.046, 1.694], [2.397, -2.404, 1.952], [0.824, -2.419, 1.115], [2.658, -2.795, -0.553], [1.839, -1.233, -0.814], [4.629, -2.490, 1.223], [5.128, -2.542, -0.490], [6.953, -1.571, 0.859], [5.826, -0.374, 1.563], [5.561, 1.278, -1.599], [4.993, 1.323, 0.096], [3.182, 0.446, -1.319], [4.279, -0.788, -2.007]], "total_energy_ev": -44203.790, "molar_mass_g_mol": 402.56, "orbital_gap_ev": 9.13, "fmax_ev_per_a": 0.77, "smiles": "O=C(CCSCCC(=O)NCCN1CCOCC1)NCCN1CCOCC1", "e_above_lowest_kcal_mol": 7.32, "total_charge": 0}



{"formula": "C18H34N5O2PtS2", "method": "the ωB97M-V functional and the def2-TZVPD basis", "symbols": ["Pt", "C", "C", "N", "C", "C", "S", "C", "C", "N", "H", "H", "H", "H", "H", "H", "H", "H", "H", "H", "H", "H", "H", "H", "C", "C", "C", "C", "N", "C", "S", "N", "H", "H", "H", "H", "H", "C", "C", "C", "O", "C", "H", "H", "H", "H", "H", "H", "H", "H", "C", "N", "C", "C", "O", "H", "H", "H", "H", "H", "H", "H"], "xyz": [[-0.113, 0.591, 0.217], [-1.528, 1.540, 2.808], [-2.558, 0.544, 2.265], [-1.968, -0.303, 1.215], [-2.919, -0.720, 0.181], [-3.392, 0.448, -0.689], [-2.094, 1.688, -1.087], [-2.517, 3.046, 0.078], [-1.402, 3.368, 1.066], [-0.791, 2.212, 1.731], [-2.038, 2.264, 3.450], [-0.797, 1.005, 3.418], [-2.930, -0.062, 3.096], [-3.405, 1.083, 1.846], [-1.559, -1.135, 1.637], [-2.429, -1.463, -0.457], [-3.798, -1.203, 0.626], [-3.731, 0.067, -1.653], [-4.231, 0.972, -0.237], [-2.682, 3.928, -0.547], [-3.459, 2.806, 0.563], [-0.610, 3.883, 0.517], [-1.805, 4.071, 1.805], [0.093, 2.535, 2.114], [-4.267, -3.874, -2.501], [-2.954, -3.386, -2.991], [-2.527, -3.643, -4.305], [-1.260, -3.172, -4.613], [-0.521, -2.537, -3.743], [-0.948, -2.328, -2.502], [0.130, -1.686, -1.332], [-2.170, -2.730, -2.159], [-4.685, -4.609, -3.184], [-4.971, -3.045, -2.419], [-4.154, -4.317, -1.513], [-3.145, -4.169, -5.013], [-0.824, -3.318, -5.597], [3.858, 1.130, 3.031], [3.221, 0.050, 3.907], [2.111, -0.491, 3.006], [1.758, 0.558, 2.094], [2.634, 1.678, 2.304], [4.573, 0.693, 2.331], [4.363, 1.897, 3.611], [2.801, 0.494, 4.813], [3.922, -0.726, 4.205], [1.221, -0.795, 3.564], [2.453, -1.359, 2.425], [2.131, 2.417, 2.945], [2.852, 2.140, 1.338], [5.116, -0.274, -1.453], [3.814, 0.293, -1.702], [3.566, 1.007, -2.928], [2.855, 0.214, -0.802], [1.736, 0.746, -0.965], [5.656, -0.381, -2.391], [5.035, -1.251, -0.978], [5.706, 0.379, -0.804], [4.432, 0.951, -3.578], [3.337, 2.056, -2.726], [2.699, 0.577, -3.436], [3.112, -0.350, 0.100]], "total_energy_ev": -55650.376, "multiplicity": 5, "molar_mass_g_mol": 611.72, "orbital_gap_ev": [9.72, 4.89], "fmax_ev_per_a": 2.89, "total_charge": 3}



{"formula": "C18H34O2", "method": "the ωB97M-V functional and the def2-TZVPD basis", "symbols": ["C", "C", "C", "C", "C", "C", "C", "C", "C", "C", "C", "C", "C", "C", "C", "C", "C", "C", "O", "O", "H", "H", "H", "H", "H", "H", "H", "H", "H", "H", "H", "H", "H", "H", "H", "H", "H", "H", "H", "H", "H", "H", "H", "H", "H", "H", "H", "H", "H", "H", "H", "H", "H", "H"], "xyz": [[-7.430, -1.600, 0.780], [-7.074, -1.062, -0.601], [-6.141, 0.149, -0.553], [-4.739, -0.183, -0.046], [-3.814, 1.031, -0.106], [-2.410, 0.710, 0.401], [-1.495, 1.930, 0.354], [-0.076, 1.596, 0.828], [0.785, 2.821, 0.825], [1.714, 3.157, -0.057], [2.157, 2.382, -1.257], [3.675, 2.171, -1.265], [4.192, 1.446, -0.022], [3.597, 0.050, 0.142], [4.247, -0.725, 1.285], [3.483, -1.999, 1.642], [3.404, -2.993, 0.482], [2.319, -2.645, -0.505], [1.252, -2.158, -0.243], [2.660, -2.985, -1.757], [-8.155, -2.407, 0.695], [-7.863, -0.814, 1.395], [-6.550, -1.988, 1.286], [-7.995, -0.771, -1.113], [-6.605, -1.854, -1.189], [-6.059, 0.567, -1.560], [-6.583, 0.918, 0.086], [-4.317, -0.988, -0.653], [-4.792, -0.536, 0.985], [-3.752, 1.389, -1.137], [-4.240, 1.838, 0.496], [-2.472, 0.345, 1.429], [-1.977, -0.089, -0.204], [-1.910, 2.722, 0.983], [-1.446, 2.313, -0.668], [-0.128, 1.200, 1.846], [0.333, 0.814, 0.188], [0.572, 3.510, 1.634], [2.238, 4.097, 0.074], [1.647, 1.421, -1.312], [1.886, 2.948, -2.155], [4.168, 3.144, -1.331], [3.949, 1.600, -2.156], [3.955, 2.040, 0.864], [5.280, 1.368, -0.090], [2.531, 0.135, 0.347], [3.722, -0.501, -0.794], [4.281, -0.085, 2.170], [5.277, -0.977, 1.020], [2.465, -1.740, 1.942], [3.975, -2.481, 2.489], [3.152, -3.985, 0.868], [4.353, -3.069, -0.049], [1.936, -2.787, -2.372]], "total_energy_ev": -23313.507, "molar_mass_g_mol": 282.47, "orbital_gap_ev": 9.72, "fmax_ev_per_a": 0.65, "smiles": "CCCCCCCC/C=C\\CCCCCCCC(=O)O", "e_above_lowest_kcal_mol": 3.53, "total_charge": 0}